No. 1
{
  "formula": "C20H20N4O4S",
  "method": "wB97M-V/def2-TZVPD",
  "homo_lumo_gap_ha": 0.330,
  "de_lowest_kj_mol": 21.6,
  "total_charge": 0,
  "energy_ha": -1692.33933,
  "elements": ["C", "O", "C", "C", "C", "C", "C", "C", "C", "O", "N", "C", "C", "C", "C", "S", "O", "O", "N", "C", "C", "C", "C", "N", "C", "C", "N", "C", "C", "H", "H", "H", "H", "H", "H", "H", "H", "H", "H", "H", "H", "H", "H", "H", "H", "H", "H", "H", "H"],
  "xyz": [[-1.8145, 4.2747, 0.7791], [-0.7069, 3.4355, 0.5353], [0.5109, 3.7496, 1.0777], [0.7148, 4.9087, 1.8197], [1.9524, 5.2013, 2.3642], [3.0145, 4.3342, 2.1852], [2.8195, 3.1808, 1.4545], [1.5876, 2.8625, 0.8833], [1.5688, 1.5736, 0.1290], [2.4932, 0.7878, 0.2102], [0.4715, 1.3547, -0.6572], [0.2023, 0.2229, -1.4145], [1.2088, -0.6281, -1.8756], [0.8728, -1.7821, -2.5552], [-0.4569, -2.0822, -2.7866], [-0.8772, -3.7522, -3.2570], [-0.0949, -4.2289, -4.3546], [-2.2992, -3.8903, -3.3103], [-0.2935, -4.5801, -1.8848], [-0.4507, -3.8686, -0.7048], [-1.7186, -3.4757, -0.2868], [-1.7664, -2.6514, 0.8287], [-3.0619, -2.1445, 1.3742], [-0.6561, -2.2681, 1.4534], [0.5025, -2.7271, 1.0067], [1.7424, -2.2695, 1.6922], [0.6490, -3.5238, -0.0459], [-1.4613, -1.2189, -2.3909], [-1.1320, -0.0570, -1.7235], [-2.6568, 3.7953, 0.2821], [-2.0269, 4.3572, 1.8483], [-1.6649, 5.2705, 0.3523], [-0.0964, 5.6004, 1.9792], [2.0771, 6.1115, 2.9313], [3.9808, 4.5541, 2.6105], [3.6262, 2.4797, 1.3017], [-0.3029, 1.9940, -0.5315], [2.2392, -0.4027, -1.6604], [1.6354, -2.4652, -2.8938], [0.6643, -4.8726, -2.0298], [-2.5938, -3.7796, -0.8338], [-2.8724, -1.3329, 2.0704], [-3.7078, -1.8056, 0.5679], [-3.5741, -2.9469, 1.9034], [2.5182, -3.0230, 1.6011], [2.0939, -1.3555, 1.2110], [1.5334, -2.0503, 2.7347], [-2.4859, -1.4859, -2.5949], [-1.9076, 0.6197, -1.3954]],
  "forces_ev_per_angstrom": [[-0.25, 0.17, 0.01], [0.39, -0.14, 0.03], [0.22, -0.01, 0.06], [-0.30, 0.05, -0.08], [0.05, -0.10, -0.03], [0.00, 0.09, 0.04], [-0.13, -0.06, -0.08], [0.02, 0.29, 0.22], [-0.19, -0.15, -0.13], [0.11, 0.00, -0.03], [-0.24, 0.30, 0.03], [0.02, -0.45, -0.21], [0.10, 0.00, -0.04], [-0.02, 0.16, -0.14], [-0.25, -0.51, -0.36], [0.23, -0.05, 0.00], [0.31, 0.08, 0.15], [-0.03, 0.23, 0.27], [-0.25, -0.03, -0.98], [-0.49, 0.35, 1.17], [0.33, -0.09, 0.23], [0.05, -0.14, -0.26], [0.04, -0.03, -0.02], [-0.19, 0.29, 0.39], [0.06, -0.18, -0.04], [0.04, -0.02, 0.05], [0.16, -0.35, -0.37], [-0.05, 0.12, -0.14], [0.14, 0.00, -0.02], [0.04, 0.08, 0.05], [0.04, -0.01, -0.04], [0.01, -0.05, 0.04], [-0.09, 0.03, 0.00], [0.00, 0.08, 0.05], [0.09, 0.01, 0.03], [0.02, -0.05, -0.02], [0.18, -0.01, 0.03], [0.02, 0.00, -0.02], [0.18, -0.06, 0.05], [0.15, 0.05, -0.10], [-0.17, -0.04, 0.00], [-0.01, 0.04, 0.02], [-0.12, 0.03, -0.04], [-0.10, -0.03, 0.04], [0.08, -0.04, 0.02], [0.05, 0.05, -0.01], [0.02, 0.02, 0.07], [-0.15, 0.02, 0.06], [-0.10, 0.06, 0.05]],
  "mulliken_charge": [-1.016, -0.587, 0.991, -0.581, -0.546, -0.823, -0.558, -0.044, 0.805, -0.704, -0.046, 0.734, -0.281, -0.848, 0.221, 1.192, -0.701, -0.641, -0.235, -0.003, -0.395, 0.803, -1.286, -0.589, 0.450, -1.042, -0.534, -0.629, -0.674, 0.293, 0.371, 0.373, 0.398, 0.398, 0.398, 0.464, 0.269, 0.466, 0.358, 0.448, 0.592, 0.349, 0.353, 0.307, 0.358, 0.096, 0.341, 0.513, 0.425]
}


No. 2
{
  "formula": "C20H20N4O5S",
  "method": "wB97M-V/def2-TZVPD",
  "homo_lumo_gap_ha": 0.320,
  "de_lowest_kj_mol": 157.3,
  "total_charge": 0,
  "energy_ha": -1767.56346,
  "elements": ["O", "C", "C", "O", "C", "N", "C", "N", "C", "C", "C", "C", "C", "C", "N", "C", "C", "C", "C", "S", "O", "O", "N", "C", "C", "O", "C", "C", "C", "C", "H", "H", "H", "H", "H", "H", "H", "H", "H", "H", "H", "H", "H", "H", "H", "H", "H", "H", "H", "H"],
  "xyz": [[-3.5862, -2.7940, 1.0759], [-3.6416, -1.9385, 0.2345], [-4.7433, -0.8684, 0.1780], [-4.1996, 0.3775, -0.2496], [-3.0576, 0.7210, 0.3633], [-2.6290, -0.0316, 1.3459], [-1.4218, 0.2341, 1.8604], [-0.5989, 1.1505, 1.4583], [-1.0211, 1.9762, 0.4697], [-0.1745, 3.0035, 0.0142], [-0.6007, 3.8382, -0.9853], [-1.8700, 3.6891, -1.5644], [-2.7164, 2.6983, -1.1421], [-2.3041, 1.8261, -0.1222], [-2.7728, -1.8170, -0.8326], [-1.3855, -1.9355, -0.7635], [-0.7451, -2.5161, 0.3304], [0.6320, -2.4463, 0.4273], [1.3657, -1.8441, -0.5768], [3.1242, -1.5916, -0.3713], [3.7658, -1.6505, -1.6516], [3.5995, -2.4264, 0.6897], [3.2536, -0.0137, 0.1521], [2.6901, 0.2903, 1.4494], [3.2710, 1.6278, 1.9166], [3.0218, 2.6475, 0.9729], [3.5774, 2.3284, -0.2820], [2.9924, 1.0199, -0.8193], [0.7458, -1.3242, -1.6976], [-0.6312, -1.3608, -1.7883], [-5.5172, -1.1218, -0.5498], [-5.1808, -0.7808, 1.1763], [-1.1110, -0.4068, 2.6739], [0.7942, 3.1112, 0.4781], [0.0451, 4.6304, -1.3341], [-2.1777, 4.3652, -2.3480], [-3.6990, 2.5726, -1.5709], [-3.0857, -1.2054, -1.5777], [-1.3337, -2.9819, 1.1035], [1.1562, -2.8585, 1.2745], [2.9749, -0.5154, 2.1249], [1.5932, 0.3735, 1.4019], [2.7938, 1.9496, 2.8430], [4.3543, 1.5229, 2.0696], [3.3394, 3.1620, -0.9452], [4.6680, 2.2252, -0.1938], [3.4767, 0.7260, -1.7501], [1.9092, 1.1468, -0.9811], [1.3486, -0.8990, -2.4838], [-1.1305, -0.9274, -2.6437]],
  "forces_ev_per_angstrom": [[-0.07, -0.12, 0.05], [-0.48, -0.11, -0.25], [-0.12, -0.34, 0.41], [-0.04, 0.39, -0.22], [0.63, -0.11, 0.61], [-0.89, 0.49, -0.38], [0.34, 0.16, 0.02], [0.40, 0.06, 0.48], [-0.64, -0.03, -0.35], [-0.07, 0.16, -0.12], [0.17, -0.09, 0.16], [-0.29, -0.08, -0.09], [0.00, 0.08, -0.10], [0.29, -0.09, 0.13], [-0.04, -0.09, -0.59], [0.25, -0.07, 0.11], [-0.07, -0.04, 0.02], [0.04, -0.02, 0.00], [0.82, 0.05, 0.14], [0.04, 0.26, 0.02], [-0.29, 0.17, -0.13], [-0.32, 0.04, 0.21], [0.26, -0.96, -0.29], [-0.14, 0.18, 0.54], [-0.06, -0.40, 0.12], [-0.11, 0.21, 0.02], [-0.02, -0.26, -0.28], [0.04, 0.47, -0.34], [-0.10, 0.04, -0.13], [0.04, -0.07, 0.06], [0.09, 0.02, 0.06], [0.10, -0.09, -0.16], [0.06, -0.07, 0.09], [0.11, 0.00, 0.05], [0.07, 0.07, -0.01], [-0.05, 0.04, -0.06], [-0.07, 0.03, -0.09], [0.04, -0.04, 0.25], [-0.01, -0.05, 0.04], [-0.01, -0.08, 0.15], [-0.04, 0.11, 0.17], [0.19, -0.02, 0.03], [0.06, -0.10, -0.02], [-0.07, 0.01, 0.04], [0.06, -0.09, -0.03], [-0.05, 0.03, -0.05], [-0.05, 0.20, -0.06], [0.08, 0.03, -0.03], [0.00, 0.08, -0.15], [-0.04, 0.04, -0.09]],
  "mulliken_charge": [-0.610, 0.536, -0.583, -0.445, 0.792, -0.387, -0.536, -0.421, -0.039, -0.477, -0.623, -0.624, -0.498, 0.411, -0.143, 0.298, -0.626, -0.233, -0.361, 1.306, -0.731, -0.729, -0.046, 0.074, -0.884, -0.393, -0.879, -0.186, -0.721, -0.457, 0.391, 0.357, 0.492, 0.729, 0.454, 0.405, 0.501, 0.298, 0.573, 0.516, 0.534, -0.128, 0.355, 0.435, 0.342, 0.415, 0.490, 0.148, 0.550, 0.359]
}